Density functional theory data (wB97M-V/def2-TZVPD) for a structure of composition C10H6ClIO4Pt.

Structure (XYZ):
```
23
Properties=species:S:1:pos:R:3
Pt -0.24099 -2.16605 -0.79157
I -2.57015 -1.59110 0.52770
C -1.82103 0.35549 0.78515
C -2.58780 1.25951 1.45824
C -2.11325 2.57344 1.63391
C -0.89644 2.93207 1.13438
C -0.09066 2.00042 0.43689
C 1.17549 2.37030 -0.07453
C 1.95221 1.46857 -0.74213
C 1.49762 0.15002 -0.93024
C 0.26832 -0.26199 -0.46118
C -0.55122 0.66874 0.24730
H -3.55341 0.97832 1.85646
H -2.72453 3.28933 2.16617
H -0.52475 3.94086 1.26443
H 1.51604 3.38695 0.07862
H 2.92125 1.75760 -1.12667
H 2.13780 -0.55246 -1.45105
O 2.59060 -4.08526 -0.89442
Cl 1.29469 -4.54514 -1.23396
O 1.20151 -5.94985 -1.29837
O 0.79347 -3.89793 -2.43445
O 0.32522 -4.08183 -0.15069
```

Properties
* <S²>: 2.02
* LUMO (alpha / beta): -0.284 / -2.273 eV
* electronic energy: -1562.4761 Eh
* frontier orbital gap (alpha / beta): 8.26 / 6.73 eV
* 2S+1: 3
* net charge: 0